# CH3BrOS

The molecule CH3BrOS (the ωB97M-V functional and the def2-TZVPD basis, OMol25).

Energy relative to the best compared isomer or geometry (same formula, charge and spin) in kcal per mole: 8.58
Kohn-Sham gap in eV: 9.639

Geometry as XYZ:
```
7
Properties=species:S:1:pos:R:3:lowdin_charge:R:1
C -0.3912 -0.5401 0.5812 -0.290
O 1.7335 1.0610 -0.0777 -0.619
S 0.2107 1.1196 -0.2118 0.456
Br -0.2362 0.4037 -2.2108 0.343
H -0.2825 -0.3737 1.6334 0.024
H 0.4054 -1.1793 0.0868 0.055
H -1.4397 -0.4911 0.1990 0.031
```